1.
Computed, not measured: a 10-piece molecular cluster, C52H114N6O17 overall in a non-equilibrium geometry, with ωB97M-V/def2-TZVPD.

## Properties
HOMO-LUMO gap = 6.2405 eV
charge = +2
LUMO energy = -5.83 eV

Cartesian coordinates (Å):
O (-0.90, 3.50, 0.00)
O (5.14, -0.85, -2.71)
O (-1.00, -2.49, 6.83)
O (0.27, -1.36, 5.33)
O (-1.31, -2.79, 4.60)
O (-1.72, 1.72, -0.93)
O (-0.37, 3.13, -2.11)
O (-0.81, 1.42, -3.97)
O (4.29, -0.07, -0.80)
O (3.10, 0.20, -2.63)
O (-5.04, 1.60, 1.79)
O (-0.40, -0.35, -2.59)
O (2.91, -4.24, -6.70)
O (-0.33, -0.68, -4.77)
O (2.27, 2.42, -6.35)
O (3.67, 5.38, 0.84)
O (-0.44, 2.16, 3.76)
N (-2.72, 2.71, 2.07)
N (3.35, 5.14, -0.29)
N (3.21, -0.93, -5.09)
N (-3.79, -0.23, -6.58)
N (0.83, -1.81, 9.73)
N (0.42, -1.46, 1.26)
C (1.48, -0.89, 0.30)
C (-5.05, 1.31, -5.31)
C (3.52, -2.94, -6.48)
C (3.06, -4.19, 7.57)
C (-5.28, -0.44, -6.83)
C (2.54, 1.35, -5.41)
C (2.52, -0.07, -6.03)
C (2.10, -2.15, -0.33)
C (-2.33, 3.56, 3.20)
C (2.71, 6.26, -1.21)
C (-0.87, -1.68, 0.39)
C (3.97, 7.05, -1.62)
C (-3.25, -2.63, 0.36)
C (2.03, 5.59, -2.37)
C (-1.14, -2.14, 11.09)
C (-2.84, -3.82, -5.46)
C (1.73, -3.44, 7.89)
C (-3.05, -4.62, -4.17)
C (-0.49, 0.19, -3.84)
C (3.03, 4.55, -2.98)
C (1.10, -2.66, 1.83)
C (-3.45, -1.76, -0.89)
C (-0.57, 1.93, 5.15)
C (-3.07, 0.50, -7.71)
C (-0.86, 3.49, 3.46)
C (-6.08, 0.20, -5.74)
C (3.34, -4.93, -7.87)
C (-2.00, -2.20, 1.23)
C (-0.60, -2.16, 5.70)
C (3.55, 3.61, -0.70)
C (2.81, -2.40, -5.23)
C (3.20, 3.37, -2.14)
C (1.09, -1.31, 11.11)
C (-0.04, -1.63, 12.04)
C (-1.02, 2.67, -1.03)
C (-0.47, -2.56, 9.83)
C (1.77, -3.30, 0.65)
C (1.93, -2.74, 9.21)
C (-3.05, -1.55, -6.48)
C (-3.47, -2.44, -5.32)
C (0.56, -0.60, 8.77)
C (0.20, -0.48, 2.35)
C (2.88, -4.86, 6.18)
C (-3.75, 0.61, -5.32)
C (4.13, -0.20, -2.02)
C (1.75, 7.20, -0.43)
C (4.99, 3.30, -0.35)
C (-6.47, 1.74, 1.95)
C (2.55, 2.87, 0.22)
C (-4.30, 0.86, 2.68)
C (-2.85, 1.27, 2.42)
C (0.84, 2.41, -6.68)
H (-6.99, 0.81, 2.17)
H (0.86, -4.12, 7.86)
H (1.50, 7.94, -1.22)
H (-1.42, 3.03, 0.70)
H (-5.29, 1.68, -4.28)
H (-1.90, -1.38, 10.93)
H (5.13, 3.51, 0.68)
H (2.58, 4.33, -3.95)
H (-5.42, -0.05, -7.83)
H (1.56, -2.46, -1.23)
H (2.00, -1.73, 11.41)
H (1.33, -0.22, 10.99)
H (1.82, 6.39, -3.10)
H (0.80, 6.78, -0.17)
H (-4.12, -2.66, 0.98)
H (-2.80, 3.22, 4.11)
H (-4.50, -0.21, 2.41)
H (5.94, -1.02, -2.14)
H (1.89, 1.49, -4.54)
H (-0.36, 2.25, -2.64)
H (1.99, -5.51, 6.10)
H (2.63, 1.77, -0.07)
H (-6.75, 2.49, 2.69)
H (3.26, -2.99, -4.39)
H (-5.36, -1.52, -6.94)
H (5.73, 3.87, -0.94)
H (3.57, 1.48, -5.09)
H (-3.22, -4.48, -6.29)
H (2.80, 2.83, 1.27)
H (0.26, -0.94, 7.80)
H (-6.82, 2.06, 1.00)
H (-2.40, -1.48, 1.95)
H (-0.65, -2.35, -0.44)
H (-6.20, -0.40, -4.81)
H (2.68, -3.88, 0.90)
H (-3.73, -0.67, -0.69)
H (-2.48, -4.18, -3.43)
H (-2.57, -1.85, -1.46)
H (-3.18, -1.99, -4.34)
H (0.71, 1.96, -7.63)
H (-4.56, -2.49, -5.33)
H (-2.63, 4.53, 2.98)
H (-1.95, -1.32, -6.38)
H (3.90, -3.42, 7.58)
H (4.41, -5.11, -7.79)
H (-1.74, -2.96, 11.48)
H (2.33, 2.74, -2.16)
H (2.98, -0.50, -4.08)
H (-1.59, 1.94, 5.44)
H (-1.59, -3.00, 1.80)
H (1.44, -0.05, 8.87)
H (-3.68, -0.11, -4.53)
H (-4.30, -2.12, -1.50)
H (-2.61, -5.61, -4.37)
H (5.18, 2.21, -0.56)
H (2.71, -5.76, -7.87)
H (0.35, -3.30, 2.33)
H (-0.28, -0.76, 12.64)
H (1.73, -2.27, 2.58)
H (1.12, -4.01, 0.17)
H (-3.14, 1.62, -7.70)
H (-0.60, 4.08, 4.35)
H (1.00, -0.11, -0.28)
H (-1.98, 0.28, -7.70)
H (3.32, -5.04, 8.24)
H (-1.99, -3.38, 5.00)
H (-0.29, -0.91, 3.25)
H (2.00, -3.48, 9.96)
H (1.10, 5.11, -1.93)
H (0.50, 3.41, -6.83)
H (-0.32, -3.62, 9.97)
H (-1.00, 0.22, -2.00)
H (-3.03, -3.66, -0.04)
H (-2.13, 1.00, 3.19)
H (2.92, -2.16, 9.21)
H (1.48, 3.10, 0.11)
H (-4.13, -4.60, -3.96)
H (-0.16, 3.77, 2.66)
H (4.86, 6.40, -1.90)
H (3.26, -4.26, -8.74)
H (-3.65, 2.94, 1.64)
H (1.15, -0.02, 2.67)
H (-1.15, -0.70, 0.09)
H (-0.06, 0.98, 5.36)
H (0.19, -2.43, 12.68)
H (-3.17, -2.03, -7.40)
H (2.94, 0.18, -7.06)
H (0.30, 2.01, -5.79)
H (-0.37, 0.30, 1.88)
H (-0.26, -0.04, 9.21)
H (-1.83, -3.64, -5.71)
H (-5.12, 2.16, -5.98)
H (-7.08, 0.49, -6.08)
H (3.17, -1.96, -0.63)
H (1.50, -0.47, -6.12)
H (2.84, -4.07, 5.40)
H (3.87, 2.56, -2.58)
H (1.74, -2.44, -5.27)
H (-0.05, 2.71, 5.73)
H (4.25, 7.57, -0.74)
H (3.29, -2.28, -7.31)
H (3.83, 7.73, -2.46)
H (-4.56, 1.11, 3.74)
H (4.60, -3.05, -6.37)
H (3.77, -5.38, 5.90)
H (4.19, -0.71, -5.11)
H (-3.42, 0.11, -8.65)
H (2.23, -0.46, 0.93)
H (-2.88, 1.25, -5.35)
H (3.93, 5.13, -3.30)
H (-2.44, 0.66, 1.62)
H (-1.04, -2.58, 8.86)
H (1.51, -2.74, 7.06)
H (2.30, 7.72, 0.32)



2.
Computed, not measured: C24H26N4SiTm as an isolated structure in a non-equilibrium geometry, with ωB97M-V/def2-TZVPD.

## Properties
HOMO-LUMO gap (spin up / spin down) = 5.8068 / 5.8032 eV
charge = +1
multiplicity = 3
<S²> = 2.00
LUMO energy (spin up / spin down) = -3.84 / -3.83 eV
relative energy (zero: lowest compared OMol25 entry of this formula, charge and spin) = 15.07 kcal per mole

Cartesian coordinates (Å):
Tm (-0.46, 0.35, -0.42)
Si (-3.27, 1.71, -1.43)
N (3.08, 1.03, -2.95)
N (1.95, 0.55, 0.56)
N (4.04, 0.95, -0.12)
N (1.04, 0.47, -2.30)
C (-6.59, 0.04, -3.55)
C (2.83, 0.45, 1.65)
C (-4.95, 5.35, -2.62)
C (-4.78, -1.56, -3.57)
C (-6.10, -1.22, -3.90)
C (-1.03, -1.95, -0.44)
C (-4.39, 3.27, -1.43)
C (-2.17, -1.21, 0.02)
C (2.28, 0.83, -1.88)
C (-6.12, 4.83, -0.58)
C (-1.83, -0.59, 1.28)
C (2.35, 0.80, -4.11)
C (-1.45, 2.85, -4.86)
C (-0.50, -1.00, 1.62)
C (-5.89, 5.70, -1.64)
C (4.11, 0.71, 1.25)
C (1.10, 0.43, -3.69)
C (2.74, 0.82, -0.50)
C (-5.39, 3.63, -0.48)
C (-4.45, 0.60, -2.45)
C (-4.26, 4.13, -2.54)
C (-3.96, -0.64, -2.89)
C (-5.78, 0.94, -2.81)
C (0.00, -1.84, 0.57)
H (-5.60, 2.95, 0.35)
H (-6.89, 5.06, 0.17)
H (-3.61, 3.84, -3.37)
H (-0.46, 2.53, -4.51)
H (-1.42, 3.04, -5.89)
H (-6.44, 6.65, -1.70)
H (0.91, -2.44, 0.61)
H (-0.99, -2.58, -1.32)
H (-3.13, -1.14, -0.49)
H (-3.84, 1.24, -0.12)
H (5.05, 0.76, 1.78)
H (-1.78, 3.76, -4.35)
H (-2.49, 0.02, 1.87)
H (-7.61, 0.33, -3.83)
H (4.82, 1.16, -0.73)
H (0.25, 0.13, -4.27)
H (4.06, 1.33, -2.92)
H (-6.21, 1.91, -2.52)
H (-4.79, 6.03, -3.46)
H (-2.18, 2.02, -4.78)
H (-2.92, -0.91, -2.68)
H (2.50, 0.19, 2.64)
H (-0.01, -0.83, 2.58)
H (-4.37, -2.53, -3.83)
H (2.77, 0.92, -5.09)
H (-6.73, -1.95, -4.42)



3.
Computed, not measured: a 2-piece molecular cluster, C5H6O overall, with ωB97M-V/def2-TZVPD.

## Properties
HOMO-LUMO gap = 8.2110 eV
LUMO energy = -0.35 eV
relative energy (zero: lowest compared OMol25 entry of this formula, charge and spin) = 131.32 kcal per mole

Cartesian coordinates (Å):
O (-1.70, -1.21, 1.15)
C (-0.28, 1.77, 0.65)
C (-1.15, 1.37, 1.40)
C (-0.69, -1.26, 0.45)
C (1.14, -0.30, -1.21)
C (0.36, -0.53, 0.02)
H (0.68, 0.42, -1.89)
H (2.18, -0.01, -1.00)
H (-0.25, -2.26, 0.12)
H (-1.88, 0.94, 2.04)
H (1.18, -1.25, -1.77)
H (0.41, 2.32, 0.06)



4.
Computed, not measured: a 11-piece molecular cluster, C6H31NO10 overall in a non-equilibrium geometry, with ωB97M-V/def2-TZVPD.

## Properties
HOMO-LUMO gap = 8.5003 eV
LUMO energy = -0.10 eV
SMILES string = C/C=C/C/C=C/N.O.O.O.O.O.O.O.O.O.O
relative energy (zero: lowest compared OMol25 entry of this formula, charge and spin) = 105.44 kcal per mole

Cartesian coordinates (Å):
O (-1.00, -0.96, 1.39)
O (-3.01, 3.29, -0.03)
O (-0.90, 1.27, 2.72)
O (1.19, -3.26, -0.35)
O (-2.81, 0.65, -2.33)
O (-0.47, -0.89, 4.50)
O (-3.15, 0.48, 0.41)
O (-0.98, 3.99, 2.10)
O (1.04, -2.21, 2.08)
O (-0.87, 1.39, -3.95)
N (0.10, -2.16, -2.97)
C (0.54, -1.09, -2.06)
C (2.21, 0.92, -0.14)
C (3.57, -0.63, 1.27)
C (1.33, 1.14, -1.31)
C (2.67, -0.34, 0.17)
C (1.34, -0.06, -2.27)
H (-3.38, 0.45, -0.51)
H (-1.54, 0.73, 2.21)
H (2.93, -1.31, 2.00)
H (2.44, -1.09, -0.59)
H (-2.62, 2.95, -0.94)
H (-0.22, 0.66, -3.89)
H (0.22, -1.09, 3.83)
H (3.85, 0.17, 2.00)
H (1.02, -4.20, -0.49)
H (-0.39, -1.01, 2.15)
H (-3.48, 2.52, 0.35)
H (2.01, -3.00, -0.41)
H (1.39, -2.99, 2.57)
H (1.66, 2.01, -1.90)
H (0.65, -2.55, 1.24)
H (0.57, -2.35, -3.80)
H (-0.87, 3.22, 2.69)
H (-0.14, 1.64, 2.15)
H (-2.02, 0.69, -2.89)
H (-1.09, -0.20, 4.38)
H (2.00, 0.16, -3.12)
H (-1.60, -1.63, 1.60)
H (-0.86, -2.51, -2.76)
H (-0.59, 2.27, -3.66)
H (-0.11, -1.19, -1.09)
H (-3.53, 0.64, -2.99)
H (-1.69, 3.68, 1.59)
H (2.40, 1.75, 0.45)
H (4.54, -1.06, 1.10)
H (-2.64, -0.29, 0.59)
H (0.30, 1.40, -1.07)



5.
Computed, not measured: one molecule with the formula C19H22FN5O3S in a non-equilibrium geometry, with ωB97M-V/def2-TZVPD.

## Properties
HOMO-LUMO gap = 9.4145 eV
LUMO energy = 0.54 eV
SMILES string = C=CCn1c(CNC(=O)c2ccccc2F)nnc1SCC(=O)N1CCOCC1
relative energy (zero: lowest compared OMol25 entry of this formula, charge and spin) = 50.05 kcal per mole

Cartesian coordinates (Å):
S (-1.83, 1.70, 2.38)
F (4.66, 0.94, 0.28)
O (-0.75, -1.10, 0.49)
O (3.16, 2.15, -1.76)
O (-5.43, -0.80, -0.24)
N (1.43, 0.74, -2.06)
N (-1.85, 1.62, -1.44)
N (-2.46, 1.62, -0.25)
N (-2.94, -1.18, 1.03)
N (-0.32, 1.97, 0.09)
C (5.15, -2.41, -0.94)
C (0.47, 1.80, -2.30)
C (2.72, 1.02, -1.77)
C (-5.08, -0.03, 0.88)
C (5.30, -1.26, -0.19)
C (-4.28, -1.10, -1.01)
C (-0.57, 1.82, -1.24)
C (1.56, 0.96, 1.27)
C (4.51, -0.16, -0.47)
C (-4.11, -0.80, 1.79)
C (3.55, -0.19, -1.48)
C (2.36, 0.92, 2.33)
C (-1.55, 1.81, 0.66)
C (4.21, -2.46, -1.96)
C (3.42, -1.36, -2.22)
C (0.93, 2.22, 0.76)
C (-1.66, -0.83, 1.26)
C (-3.28, -1.91, -0.18)
C (-1.35, -0.07, 2.54)
H (-0.28, -0.12, 2.71)
H (5.77, -3.27, -0.73)
H (-3.84, -0.17, 2.64)
H (1.06, -0.18, -1.92)
H (-3.81, -0.17, -1.35)
H (-4.62, -1.68, -1.87)
H (-2.36, -2.08, -0.74)
H (1.32, 0.06, 0.72)
H (-6.00, 0.18, 1.41)
H (6.02, -1.20, 0.61)
H (-1.88, -0.47, 3.41)
H (4.10, -3.35, -2.55)
H (2.70, -1.40, -3.03)
H (1.04, 2.74, -2.32)
H (1.60, 2.72, 0.06)
H (-4.59, -1.72, 2.15)
H (2.82, 0.01, 2.65)
H (2.60, 1.81, 2.89)
H (-0.03, 1.66, -3.26)
H (0.74, 2.91, 1.59)
H (-3.72, -2.86, 0.11)
H (-4.60, 0.90, 0.56)



6.
Computed, not measured: C26H38BrCdNOP2 as an isolated structure in a non-equilibrium geometry, with ωB97M-V/def2-TZVPD.

## Properties
HOMO-LUMO gap (spin up / spin down) = 3.2111 / 3.0707 eV
charge = +2
LUMO energy (spin up / spin down) = -9.74 / -9.86 eV
relative energy (zero: lowest compared OMol25 entry of this formula, charge and spin) = 88.44 kcal per mole

Cartesian coordinates (Å):
Cd (2.84, -3.30, -2.78)
Br (4.90, -2.24, -3.42)
P (0.54, -0.40, 1.80)
P (1.93, 1.16, -1.52)
O (3.48, -1.72, 0.92)
N (-5.69, 0.20, 2.65)
C (-1.80, 1.27, 2.41)
C (-1.42, -3.02, -1.55)
C (-5.24, -1.04, 2.88)
C (-0.29, -1.57, 2.97)
C (-3.29, -1.83, -0.13)
C (2.46, 3.96, -1.20)
C (-0.41, -1.21, 4.45)
C (-2.36, -2.35, -0.76)
C (0.43, -4.59, -1.54)
C (-0.59, -3.95, -0.86)
C (-4.58, -1.82, 1.93)
C (2.95, -1.98, -0.05)
C (3.61, 1.71, -3.86)
C (-4.22, -1.21, 0.71)
C (0.74, 0.92, -2.91)
C (0.83, -3.99, -2.72)
C (0.08, -3.13, -3.50)
C (-1.16, -2.72, -2.91)
C (-4.72, 0.08, 0.44)
C (3.56, 1.27, -2.39)
C (1.35, 1.66, 3.72)
C (1.64, 2.76, -0.70)
C (-5.36, 0.76, 1.47)
C (1.78, 0.48, 2.85)
C (0.32, 2.19, -3.65)
C (-0.78, 0.84, 1.37)
H (-1.31, 0.36, 0.53)
H (0.31, -2.49, 2.88)
H (-5.49, -1.45, 3.85)
H (3.33, 2.76, -4.02)
H (1.15, 2.63, -4.20)
H (2.54, 0.82, 2.13)
H (1.04, -5.45, -1.25)
H (2.21, 4.84, -0.60)
H (-4.51, 0.63, -0.49)
H (1.20, 0.20, -3.61)
H (2.98, 1.09, -4.51)
H (4.22, 1.92, -1.79)
H (-2.43, 0.43, 2.75)
H (-1.03, -0.32, 4.62)
H (2.23, 4.20, -2.25)
H (-5.72, 1.79, 1.37)
H (2.24, 2.08, 4.20)
H (0.56, 2.98, -0.75)
H (-1.35, 1.74, 3.28)
H (0.56, -1.05, 4.93)
H (-0.90, -2.05, 4.97)
H (-0.82, -4.17, 0.17)
H (-0.10, 2.95, -2.99)
H (-1.29, -1.79, 2.53)
H (0.48, -2.67, -4.44)
H (0.66, 1.36, 4.52)
H (2.25, -0.29, 3.47)
H (-0.45, 1.92, -4.38)
H (-0.14, 0.42, -2.46)
H (3.96, 0.24, -2.33)
H (0.88, 2.47, 3.15)
H (-0.25, 1.72, 0.96)
H (-2.48, 2.00, 1.95)
H (1.89, 2.58, 0.37)
H (3.54, 3.78, -1.12)
H (4.64, 1.60, -4.22)
H (-1.88, -2.12, -3.50)
H (-4.27, -2.85, 2.19)



7.
Computed, not measured: an isolated ion of composition C3H5N4S and charge -1 in a non-equilibrium geometry, with ωB97M-V/def2-TZVPD.

## Properties
HOMO-LUMO gap = 6.8171 eV
charge = -1
LUMO energy = 3.84 eV
SMILES string = Cc1nnc(N)n1[S-]
relative energy (zero: lowest compared OMol25 entry of this formula, charge and spin) = 20.74 kcal per mole

Cartesian coordinates (Å):
S (-0.89, -1.89, -0.25)
N (-2.94, 0.20, -0.08)
N (-0.50, -0.24, 0.05)
N (0.15, 1.90, 0.39)
N (-1.25, 1.97, 0.29)
C (0.56, 0.61, 0.24)
C (1.90, -0.04, 0.50)
C (-1.69, 0.79, 0.15)
H (2.53, 0.57, 1.00)
H (2.43, -0.34, -0.34)
H (-2.68, -0.72, -0.42)
H (-3.77, 0.70, -0.41)
H (1.97, -0.93, 1.08)